[1]
The following is a DFT calculation (the ωB97M-V functional and the def2-TZVPD basis) of a structure of composition C39H38BrN8O4PPdS2.

Positions of all 94 atoms, in Å:
Pd  0.01  0.23  -0.22
O  4.21  -0.05  -3.24
C  2.97  -0.08  -3.11
O  2.20  0.80  -2.67
C  2.29  -1.44  -3.33
C  3.05  -2.49  -3.81
C  2.48  -3.72  -4.10
C  1.11  -3.89  -3.90
C  0.35  -2.85  -3.41
C  0.91  -1.61  -3.10
P  -0.09  -0.24  -2.32
C  -0.24  0.97  -3.69
C  -0.11  0.62  -5.03
C  -0.31  1.56  -6.03
C  -0.63  2.87  -5.70
C  -0.74  3.23  -4.37
C  -0.54  2.29  -3.37
C  -1.80  -1.01  -2.51
C  -2.18  -1.96  -1.55
C  -3.43  -2.54  -1.56
C  -4.38  -2.15  -2.50
C  -4.04  -1.18  -3.44
C  -2.76  -0.63  -3.45
H  4.10  -2.29  -3.96
H  3.08  -4.54  -4.48
H  0.64  -4.84  -4.13
H  -0.71  -3.01  -3.27
H  0.14  -0.40  -5.30
H  -0.20  1.28  -7.07
H  -0.78  3.61  -6.48
H  -0.98  4.26  -4.10
H  -0.58  2.56  -2.32
H  -1.45  -2.22  -0.78
H  -3.68  -3.29  -0.82
H  -5.37  -2.58  -2.49
H  -4.77  -0.86  -4.17
H  -2.52  0.10  -4.21
Br  3.82  2.64  2.80
C  3.20  0.86  2.41
C  2.84  0.06  3.49
C  2.42  -1.23  3.18
C  2.40  -1.63  1.86
C  2.74  -0.72  0.87
N  3.15  0.53  1.15
H  2.86  0.44  4.50
H  2.09  -1.89  3.97
H  2.03  -2.61  1.58
H  2.67  -0.96  -0.18
N  -6.92  -1.80  3.22
C  -5.52  -1.96  3.23
C  -4.87  -2.46  2.10
C  -3.49  -2.62  2.11
C  -2.76  -2.29  3.24
C  -3.40  -1.80  4.36
C  -4.78  -1.64  4.36
S  -0.98  -2.39  3.16
O  -0.54  -2.27  4.55
O  -0.69  -3.62  2.47
N  -0.54  -1.18  2.25
C  -0.35  0.05  2.73
S  -0.47  0.56  4.42
C  -0.08  2.17  3.96
C  0.16  2.22  2.63
N  -0.01  1.06  1.93
H  -7.30  -1.68  2.29
H  -7.24  -1.06  3.82
H  -5.44  -2.71  1.21
H  -2.97  -2.98  1.23
H  -2.81  -1.55  5.24
H  -5.29  -1.26  5.24
H  0.02  2.97  4.68
H  0.47  3.10  2.09
C  -4.06  0.56  -0.09
N  -5.31  1.34  -0.16
C  -5.86  1.45  1.19
N  -4.93  2.07  2.14
C  -3.70  1.25  2.15
N  -3.10  1.16  0.83
C  -2.78  2.50  0.35
N  -3.99  3.35  0.29
C  -4.95  2.69  -0.61
C  -4.58  3.39  1.62
H  -3.62  0.49  -1.08
H  -4.30  -0.45  0.25
H  -6.10  0.44  1.55
H  -6.78  2.04  1.15
H  -3.93  0.25  2.51
H  -2.98  1.72  2.83
H  -2.33  2.42  -0.64
H  -2.06  2.96  1.03
H  -4.51  2.63  -1.61
H  -5.86  3.30  -0.66
H  -5.49  4.01  1.59
H  -3.87  3.86  2.31

Results
Relative energy (zero: lowest compared OMol25 entry of this formula, charge and spin) in eV: 0.000
E in eV: -165655.068
Total charge: -2
LUMO in eV: 3.976

***

[2]
The following is a DFT calculation (the ωB97M-V functional and the def2-TZVPD basis) of a structure of composition C39H38FN6O4S2Y.

Positions of all 91 atoms, in Å:
Y  -0.46  -0.31  -0.05
C  2.71  -3.66  1.42
C  2.13  -2.40  0.86
N  1.09  -2.41  0.09
N  0.69  -3.67  -0.27
C  -0.32  -3.72  -1.11
N  -0.60  -5.01  -1.53
S  -1.27  -2.48  -1.79
C  2.85  -1.11  1.07
C  3.85  -0.99  2.03
C  4.56  0.20  2.13
C  4.27  1.23  1.25
C  3.25  1.02  0.33
N  2.56  -0.11  0.23
H  1.92  -4.39  1.58
H  3.24  -3.49  2.35
H  3.41  -4.11  0.70
H  -0.26  -5.73  -0.91
H  -1.53  -5.13  -1.89
H  4.05  -1.78  2.73
H  5.32  0.32  2.89
H  4.78  2.18  1.29
H  2.97  1.81  -0.35
O  -3.92  -1.90  2.10
C  -3.39  -1.16  1.27
O  -2.16  -1.20  0.94
C  -4.29  -0.12  0.61
C  -5.65  -0.43  0.62
C  -6.62  0.41  0.12
C  -6.22  1.65  -0.39
C  -4.88  1.98  -0.41
C  -3.88  1.11  0.07
S  -2.23  1.72  -0.10
H  -5.92  -1.38  1.06
H  -7.66  0.13  0.13
H  -6.95  2.35  -0.79
H  -4.56  2.93  -0.81
O  1.67  1.07  3.56
C  0.59  0.76  3.05
O  0.44  0.00  2.03
C  -0.68  1.33  3.70
C  -0.55  2.31  4.68
C  -1.70  2.85  5.23
C  -2.93  2.39  4.80
C  -2.95  1.40  3.82
N  -1.86  0.88  3.28
H  0.44  2.62  4.97
H  -1.63  3.62  5.99
H  -3.86  2.77  5.20
H  -3.89  0.99  3.46
C  2.48  -1.81  -2.73
C  2.54  -0.71  -3.78
C  3.18  0.55  -3.21
C  1.18  -0.56  -4.46
C  1.11  -1.12  -5.73
C  -0.05  -1.13  -6.47
C  -1.17  -0.54  -5.91
C  -1.17  0.04  -4.65
C  -2.54  0.60  -4.26
C  -2.63  2.08  -3.87
C  -3.26  -0.28  -3.24
C  0.03  0.03  -3.88
N  0.12  0.62  -2.58
C  0.52  1.91  -2.63
C  0.79  2.68  -3.79
C  1.19  4.01  -3.74
C  1.39  4.67  -2.54
C  1.17  3.95  -1.37
C  0.77  2.64  -1.45
F  0.66  1.95  -0.25
H  3.48  -2.00  -2.32
H  2.08  -2.74  -3.14
H  1.84  -1.50  -1.92
H  3.20  -1.06  -4.58
H  2.71  0.84  -2.28
H  3.13  1.39  -3.90
H  4.24  0.34  -3.00
H  2.01  -1.57  -6.14
H  -0.09  -1.57  -7.45
H  -2.10  -0.54  -6.47
H  -3.11  0.51  -5.19
H  -2.25  2.26  -2.87
H  -3.68  2.38  -3.87
H  -2.09  2.72  -4.58
H  -2.74  -0.29  -2.29
H  -3.36  -1.31  -3.60
H  -4.26  0.12  -3.04
H  0.65  2.21  -4.76
H  1.36  4.53  -4.68
H  1.69  5.71  -2.50
H  1.31  4.38  -0.38

Results
Relative energy (zero: lowest compared OMol25 entry of this formula, charge and spin) in eV: 0.960
E in eV: -83630.046
Total charge: -2
LUMO in eV: 4.499

***

[3]
The following is a DFT calculation (the ωB97M-V functional and the def2-TZVPD basis) of a cluster of 3 separate species, C39H38I2O5Si in total.

Positions of all 85 atoms, in Å:
C  -1.17  -4.79  -9.60
O  -1.43  -5.78  -8.63
C  -1.49  -5.29  -7.30
C  -0.13  -5.40  -6.57
C  0.32  -4.10  -5.89
C  0.03  -4.02  -4.38
C  1.18  -3.40  -3.61
C  0.84  -3.15  -2.14
C  1.77  -2.10  -1.47
Si  0.82  -0.60  -0.85
C  0.62  0.78  -2.15
I  1.48  0.55  -4.06
C  -0.07  1.91  -1.92
C  -0.30  3.03  -2.89
I  -0.97  2.24  -0.03
H  -1.55  -3.81  -9.32
H  -1.65  -5.08  -10.53
H  -0.10  -4.72  -9.80
H  -1.81  -4.25  -7.28
H  -2.24  -5.89  -6.79
H  -0.21  -6.20  -5.84
H  0.60  -5.68  -7.31
H  -0.14  -3.25  -6.39
H  1.39  -3.98  -6.06
H  -0.85  -3.41  -4.22
H  -0.17  -5.01  -3.98
H  1.47  -2.45  -4.05
H  2.06  -4.03  -3.65
H  -0.20  -2.86  -2.03
H  0.95  -4.09  -1.61
H  2.22  -2.53  -0.58
H  2.58  -1.84  -2.14
H  1.39  -0.02  0.38
H  -0.55  -1.05  -0.54
H  -0.93  3.78  -2.44
H  -0.80  2.65  -3.77
H  0.64  3.51  -3.16
O  3.65  -2.81  2.12
C  3.94  -3.00  3.28
C  4.44  -4.32  3.75
C  4.60  -5.35  2.83
C  5.09  -6.57  3.24
C  5.43  -6.78  4.57
C  5.26  -5.77  5.50
C  4.76  -4.53  5.09
C  4.56  -3.46  6.11
O  4.79  -3.66  7.28
C  4.08  -2.13  5.64
C  3.92  -1.10  6.56
C  3.50  0.15  6.13
C  3.23  0.37  4.79
C  3.38  -0.65  3.87
C  3.80  -1.91  4.29
H  4.34  -5.18  1.79
H  5.22  -7.37  2.52
H  5.82  -7.74  4.89
H  5.51  -5.92  6.54
H  4.14  -1.29  7.60
H  3.38  0.95  6.85
H  2.91  1.35  4.46
H  3.17  -0.48  2.82
O  -5.47  7.29  4.54
C  -5.00  7.15  3.43
C  -4.53  5.81  2.96
C  -4.67  4.71  3.79
C  -4.27  3.46  3.36
C  -3.73  3.30  2.08
C  -3.59  4.40  1.25
C  -3.98  5.66  1.68
C  -3.80  6.83  0.78
O  -3.28  6.70  -0.31
C  -4.29  8.16  1.24
C  -4.16  9.26  0.40
C  -4.63  10.49  0.81
C  -5.22  10.64  2.06
C  -5.34  9.55  2.90
C  -4.87  8.31  2.50
H  -5.09  4.84  4.78
H  -4.38  2.61  4.01
H  -3.44  2.32  1.74
H  -3.17  4.29  0.26
H  -3.70  9.13  -0.57
H  -4.53  11.35  0.15
H  -5.59  11.61  2.37
H  -5.80  9.66  3.88

Results
Relative energy (zero: lowest compared OMol25 entry of this formula, charge and spin) in eV: 0.236
SMILES string: COCCCCCCC[SiH2]/C(I)=C(/C)I.O=C1c2ccccc2C(=O)c2ccccc21.O=C1c2ccccc2C(=O)c2ccccc21
E in eV: -75375.742
LUMO in eV: -1.022

***

[4]
The following is a DFT calculation (the ωB97M-V functional and the def2-TZVPD basis) of a structure of composition C39H38N8O4SSc.

Positions of all 91 atoms, in Å:
Sc  0.06  0.15  0.11
C  -4.62  -1.71  -5.12
C  -3.92  -1.27  -3.88
C  -4.61  -1.09  -2.68
C  -3.96  -0.71  -1.53
C  -2.57  -0.46  -1.49
N  -1.93  -0.04  -0.36
C  -2.68  0.18  0.80
C  -3.69  1.15  0.89
C  -4.40  1.35  2.05
C  -4.15  0.60  3.20
C  -4.88  0.85  4.48
C  -3.16  -0.38  3.13
C  -2.45  -0.60  1.96
N  -1.55  -1.69  1.92
C  -1.77  -2.90  2.46
C  -0.68  -3.68  2.18
C  0.17  -2.86  1.45
N  -0.36  -1.64  1.30
C  -1.87  -0.70  -2.70
C  -2.55  -1.09  -3.85
N  -0.46  -0.64  -2.78
C  0.25  -0.44  -3.91
C  1.57  -0.75  -3.64
C  1.57  -1.14  -2.31
N  0.35  -1.06  -1.78
H  -5.65  -1.38  -5.11
H  -4.61  -2.80  -5.20
H  -4.13  -1.31  -6.01
H  -5.68  -1.26  -2.65
H  -4.53  -0.62  -0.61
H  -3.90  1.75  0.01
H  -5.18  2.10  2.08
H  -5.82  1.38  4.30
H  -4.27  1.45  5.15
H  -5.11  -0.09  4.99
H  -2.93  -0.97  4.00
H  -2.69  -3.14  2.96
H  -0.53  -4.71  2.45
H  1.13  -3.09  1.04
H  -1.98  -1.30  -4.74
H  -0.20  -0.09  -4.81
H  2.39  -0.70  -4.32
H  2.40  -1.51  -1.73
N  0.68  1.92  -1.26
C  2.09  2.05  -1.41
C  2.67  3.00  -2.22
C  4.06  3.18  -2.24
C  4.88  2.39  -1.47
C  4.33  1.38  -0.66
C  5.12  0.50  0.10
C  4.50  -0.45  0.87
C  3.10  -0.52  0.89
N  2.33  0.28  0.18
C  2.92  1.22  -0.60
H  0.47  2.56  -0.41
H  0.21  2.36  -2.05
H  2.05  3.63  -2.83
H  4.47  3.97  -2.84
H  5.95  2.54  -1.48
H  6.20  0.57  0.07
H  5.07  -1.16  1.47
H  2.60  -1.27  1.49
C  6.04  3.34  2.97
C  4.76  3.00  3.67
C  4.13  3.91  4.50
C  2.94  3.58  5.13
C  2.38  2.33  4.91
C  2.98  1.42  4.07
C  4.18  1.75  3.46
S  0.92  1.82  5.80
O  0.37  2.95  6.49
O  1.25  0.63  6.53
N  -0.15  1.31  4.60
C  -1.07  2.32  4.14
C  -0.39  3.25  3.15
C  -0.03  2.60  1.82
O  0.27  3.36  0.89
O  -0.07  1.34  1.69
H  6.48  4.24  3.39
H  5.83  3.52  1.91
H  6.75  2.53  3.05
H  4.57  4.88  4.65
H  2.44  4.27  5.79
H  2.51  0.46  3.92
H  4.68  1.04  2.82
H  -0.60  0.47  4.93
H  -1.41  2.93  5.00
H  -1.92  1.83  3.66
H  0.54  3.63  3.58
H  -1.01  4.11  2.92

Results
Relative energy (zero: lowest compared OMol25 entry of this formula, charge and spin) in eV: 0.541
E in eV: -92706.755
Total charge: +1
LUMO in eV: -3.232

***

[5]
The following is a DFT calculation (the ωB97M-V functional and the def2-TZVPD basis) of a structure of composition C39H39N3PdSi.

Positions of all 83 atoms, in Å:
Pd  -0.49  0.43  0.62
C  -2.82  0.17  -1.76
C  -3.33  -0.61  0.66
C  -4.23  -1.50  1.47
C  -3.77  -2.65  2.01
C  -2.39  -3.00  1.93
C  -1.51  -2.07  1.46
N  -1.93  -0.87  0.99
C  -0.03  -2.27  1.53
C  0.56  -3.20  2.38
C  1.94  -3.31  2.42
C  2.72  -2.50  1.61
C  2.07  -1.60  0.79
N  0.73  -1.49  0.75
C  2.76  -0.76  -0.23
C  3.61  -1.34  -1.13
C  4.05  -0.61  -2.23
C  3.53  0.65  -2.44
C  2.67  1.22  -1.52
C  1.95  2.49  -1.86
N  2.39  0.55  -0.38
H  -3.11  1.21  -1.58
H  -2.98  -0.07  -2.81
H  -1.74  0.07  -1.56
H  -5.28  -1.24  1.54
H  -4.45  -3.31  2.53
H  -2.06  -3.96  2.30
H  -0.05  -3.81  3.04
H  2.41  -4.01  3.10
H  3.80  -2.56  1.63
H  3.89  -2.38  -1.00
H  4.74  -1.05  -2.94
H  3.76  1.21  -3.34
H  2.56  3.09  -2.54
H  1.65  3.11  -1.02
H  1.04  2.21  -2.41
C  4.14  1.74  1.71
C  2.81  2.37  1.31
C  2.14  3.06  2.50
C  1.85  1.27  0.80
H  4.81  2.50  2.10
H  4.65  1.26  0.87
H  4.00  0.99  2.50
H  2.99  3.10  0.54
H  1.97  2.35  3.31
H  1.19  3.51  2.22
H  2.79  3.85  2.88
H  0.88  1.78  0.54
H  1.74  0.56  1.62
C  -1.06  -0.02  6.33
C  -2.06  -0.65  5.59
C  -2.36  -0.20  4.31
C  -1.69  0.88  3.75
C  -0.68  1.50  4.50
C  -0.37  1.06  5.78
Si  -1.98  1.46  2.00
C  -1.87  3.32  1.87
C  -2.03  4.17  2.97
C  -1.94  5.55  2.82
C  -1.70  6.10  1.57
C  -1.55  5.28  0.46
C  -1.64  3.90  0.62
C  -3.55  0.81  1.15
C  -3.61  -0.80  -0.86
C  -5.04  -0.68  -1.24
C  -5.97  0.20  -0.79
C  -5.78  1.24  0.14
C  -4.68  1.57  0.95
H  -0.82  -0.36  7.33
H  -2.60  -1.48  6.02
H  -3.14  -0.70  3.76
H  -0.17  2.36  4.11
H  0.39  1.56  6.36
H  -2.22  3.76  3.96
H  -2.06  6.19  3.68
H  -1.64  7.18  1.46
H  -1.38  5.71  -0.51
H  -1.53  3.26  -0.26
H  -3.28  -1.82  -1.10
H  -5.36  -1.35  -2.03
H  -6.95  0.15  -1.25
H  -6.61  1.94  0.21
H  -4.74  2.52  1.46

Results
Relative energy (zero: lowest compared OMol25 entry of this formula, charge and spin) in eV: 0.000
E in eV: -56888.435
Total charge: +2
LUMO (spin up / spin down) in eV: -7.010 / -7.469